70
Properties=species:S:1:pos:R:3:mulliken_spin:R:1 method="wB97M-V/def2-TZVPD" s_squared=8.828 spin_multiplicity=6 homo_lumo_gap_ev="6.672 / 7.503" total_charge=-1 e_homo_ev="-4.6 / -5.5"
Mn -0.3933 -0.2517 -0.7840 4.161
N 7.2194 2.3966 -0.8164 0.000
C 6.0777 1.7385 -0.3457 0.000
C 5.8879 0.3830 -0.6053 -0.001
C 4.7467 -0.2619 -0.1654 0.001
C 3.7927 0.4395 0.5643 0.011
C 3.9924 1.7830 0.8650 -0.001
C 5.1323 2.4206 0.4195 0.001
S 2.3106 -0.4392 0.9662 -0.040
O 2.2757 -0.6787 2.3841 -0.003
O 2.3073 -1.5754 0.0765 0.003
N 1.0026 0.4630 0.5011 -0.067
C 0.4548 1.4418 1.2924 -0.012
N -0.8267 1.7081 0.9595 0.015
C -1.4681 2.6201 1.6700 0.001
C -0.8836 3.2827 2.7361 0.005
C 0.4362 2.9540 2.9884 -0.004
N 1.1185 2.0601 2.2780 0.005
H 7.6330 1.9761 -1.6308 0.000
H 7.1188 3.3924 -0.9144 0.000
H 6.6160 -0.1601 -1.2014 0.000
H 4.5679 -1.3011 -0.4107 0.000
H 3.2489 2.3139 1.4365 0.000
H 5.2869 3.4750 0.6354 0.000
H -2.4964 2.8200 1.3775 -0.001
H -1.4203 4.0108 3.3273 0.001
H 0.9864 3.4365 3.7925 -0.001
Cl -3.4611 -2.6609 -3.6400 0.001
C -3.1276 -0.9638 -3.7330 0.037
C -3.6953 -0.2008 -4.7728 -0.008
C -3.4445 1.1316 -4.8790 0.016
Cl -4.1798 2.0438 -6.1758 0.001
C -2.5947 1.7819 -3.9545 -0.014
C -2.2215 3.1380 -3.9956 0.013
C -1.3541 3.6220 -3.0597 -0.007
C -0.8503 2.7630 -2.0702 0.032
N -1.1845 1.5018 -1.9977 0.042
C -2.0385 1.0007 -2.9247 -0.003
C -2.2957 -0.3969 -2.7999 0.007
O -1.7153 -1.0577 -1.8291 -0.056
H -4.3292 -0.6915 -5.5000 -0.001
H -2.6049 3.7773 -4.7799 0.001
H -1.0388 4.6578 -3.0751 -0.001
H -0.1442 3.1173 -1.3303 -0.004
C -1.3398 -0.7412 2.9687 0.083
C -1.7904 -1.6555 1.7983 0.087
C -3.1647 -1.1460 1.3182 0.050
C -0.8268 -1.6312 0.6240 0.658
C -1.8491 -3.0845 2.3391 0.109
C -3.0296 -3.8153 2.4374 -0.008
C -3.0281 -5.1174 2.9375 0.001
C -1.8439 -5.7056 3.3533 -0.004
C -0.6583 -4.9811 3.2667 0.009
C -0.6616 -3.6893 2.7640 0.030
H -1.4958 0.3060 2.7091 -0.005
H -0.2839 -0.8881 3.1976 -0.011
H -1.9300 -0.9687 3.8633 -0.004
H -3.0248 -0.1659 0.8611 -0.004
H -3.8783 -1.0473 2.1480 0.008
H -3.5854 -1.8084 0.5566 -0.008
H -0.3379 -2.5660 0.3772 -0.171
H -3.9668 -3.3768 2.1144 0.002
H -3.9601 -5.6707 2.9926 0.000
H -1.8414 -6.7198 3.7389 0.000
H 0.2753 -5.4306 3.5877 0.000
H 0.2714 -3.1387 2.6812 -0.003
Cl 0.4829 0.1196 -4.7622 0.008
Ge 1.4135 -0.3107 -2.7169 0.022
Cl 2.4818 1.6921 -2.5076 0.009
Cl 3.1274 -1.4697 -3.5268 0.013


11
Properties=species:S:1:pos:R:3:lowdin_charge:R:1 method="wB97M-V/def2-TZVPD" spin_multiplicity=1 homo_lumo_gap_ev=10.686 e_homo_ev=-9.9
H 3.2126 0.2093 0.6068 0.039
N 2.2745 0.5212 0.8423 0.082
C 1.4613 0.1759 -0.0671 -0.279
N 0.1148 0.4911 0.0665 0.081
C -0.8477 -0.3417 -0.5027 -0.604
N -2.0769 -0.2366 0.0826 0.160
O -0.5979 -1.1049 -1.4161 0.049
H 1.6821 -0.3725 -0.9853 0.129
H -0.1000 0.9725 0.9302 0.136
H -2.8163 -0.7934 -0.3095 0.108
H -2.3065 0.4791 0.7523 0.099


| no. | E_tot (eV) |
| --- | --- |
| 1 | -205361.60270 |
| 2 | -8673.58968 |